20
Properties=species:S:1:pos:R:3 method="wB97M-V/def2-TZVPD" lumo_energy_ev="1.56 / 1.56" homo_lumo_gap_ha="0.102 / 0.267" multiplicity=2 charge=-1
C 3.1943 0.6063 -1.6359
Br 4.6035 1.9544 -1.7533
Br 2.9568 0.0268 0.2171
Br 3.6354 -1.0679 -2.7356
H 2.3012 1.1345 -1.9699
C -0.2075 0.0503 -0.6603
Br -0.4021 -0.7842 1.1206
Br -1.7226 1.2623 -0.9068
Br -0.0471 -1.3547 -1.9905
H 0.6095 0.7718 -0.6709
C -3.0454 -2.9634 -0.1394
Br -3.8452 -1.3993 0.7357
Br -3.4261 -3.0367 -2.0919
Br -3.4028 -4.6248 0.7929
H -1.9556 -2.9597 -0.1171
C 0.0396 2.3815 2.3175
Br 0.7168 3.3606 0.6463
Br -0.6875 3.5617 3.6642
Br 1.4974 1.3380 3.0910
H -0.8127 1.7426 2.0862

20
Properties=species:S:1:pos:R:3 method="wB97M-V/def2-TZVPD" lumo_energy_ev="-4.58 / -9.78" homo_lumo_gap_ha="0.278 / 0.087" multiplicity=2 charge=+1
C 3.3351 1.5014 3.8731
Br 1.4480 1.8985 3.3580
Br 3.6623 -0.4104 3.7622
Br 3.4579 2.1203 5.7246
H 4.0898 1.8737 3.1802
C -1.2172 -1.4793 -4.4129
Br 0.3063 -2.6654 -4.2050
Br -2.6942 -2.5275 -5.0783
Br -0.7311 -0.1005 -5.7558
H -1.4939 -0.9825 -3.4830
C 0.0639 1.6844 -0.0270
Br 1.7531 2.7081 -0.0180
Br -0.0019 0.5906 -1.6993
Br -1.4583 2.9001 0.0836
H 0.0842 1.0300 0.8444
C -2.0546 -1.4693 0.7366
Br -3.9357 -1.6226 1.3990
Br -1.9191 -2.6231 -0.8892
Br -0.7930 -2.0039 2.1332
H -1.9015 -0.4226 0.4738

12
Properties=species:S:1:pos:R:3 method="wB97M-V/def2-TZVPD" lumo_energy_ev="-0.56 / -0.74" homo_lumo_gap_ha="0.273 / 0.281"
C 1.0500 -0.0538 0.5003
C 1.3709 0.9148 -0.3934
C -0.0926 0.0342 1.2904
C -1.7832 -0.4428 -0.7556
Cl 2.8010 0.7049 -1.3021
Cl -2.0842 -2.0412 -0.3891
Br -0.3714 -1.4847 2.4291
Br -0.5817 -0.1252 -2.1951
H 1.7137 -0.8992 0.3363
H 0.8630 2.0084 -0.3888
H -0.3700 1.0606 1.7131
H -2.5156 0.3240 -0.8452

10
Properties=species:S:1:pos:R:3 method="wB97M-V/def2-TZVPD" lumo_energy_ev=0.85 homo_lumo_gap_ha=0.374 smiles="FC(Br)=C1CC1"
C -0.2908 0.0590 -0.0114
C -1.5866 0.1808 0.3416
C 0.9737 -0.6347 0.1722
C 0.8479 0.5017 -0.8071
F -2.4543 1.1328 -0.1603
Br -2.4564 -0.6418 1.7802
H 1.5924 -0.5697 1.1535
H 1.0951 -1.6525 -0.1126
H 1.0295 0.2240 -1.7883
H 1.2496 1.4004 -0.5678